Record 1
{"formula": "C27H24F6N5O3RuSe", "method": "wB97M-V/def2-TZVPD", "elements": ["Ru", "F", "C", "C", "C", "C", "O", "C", "C", "N", "C", "C", "C", "C", "C", "C", "N", "C", "C", "N", "C", "C", "C", "O", "O", "H", "H", "H", "H", "H", "H", "H", "H", "H", "H", "H", "H", "H", "H", "H", "H", "H", "H", "C", "C", "N", "C", "C", "N", "H", "H", "H", "H", "H", "H", "F", "C", "C", "F", "C", "F", "C", "Se", "C", "F", "C", "F"], "xyz": [[-0.573956, -0.745762, 1.166962], [-5.686576, -0.344392, -3.369249], [-4.404661, 0.010367, -3.519739], [-3.538916, -0.172357, -2.488061], [-2.179534, 0.148931, -2.654280], [-1.235782, -0.033894, -1.576838], [-1.674888, -0.526987, -0.471161], [0.099375, 0.325276, -1.818871], [0.454264, 0.784968, -3.075508], [-0.404768, 0.967431, -4.067245], [0.079407, 1.435579, -5.364945], [-0.252441, 2.829482, -5.812260], [1.148563, 2.479685, -5.413614], [-1.749515, 0.650593, -3.891498], [-2.666473, 0.843279, -4.936944], [-4.002119, 0.530535, -4.772887], [-4.955946, 0.681448, -5.788862], [-4.511712, 0.744407, -7.172054], [-5.596169, 0.111737, -8.057294], [-6.939245, 0.297373, -7.395495], [-7.005840, 1.634209, -6.720073], [-6.075031, 1.593573, -5.508532], [1.223357, 0.236864, -0.844778], [2.371357, 0.274796, -1.173339], [0.935580, 0.132878, 0.478145], [-3.895572, -0.581988, -1.554073], [1.491490, 1.018005, -3.276251], [0.099996, 0.641439, -6.100221], [-0.813599, 3.457601, -5.133253], [-0.473988, 2.972625, -6.860725], [1.507085, 2.899122, -4.483745], [1.905076, 2.371252, -6.176486], [-2.322162, 1.264889, -5.868008], [-3.601037, 0.162290, -7.291533], [-4.295460, 1.768575, -7.498062], [-5.450131, -0.957777, -8.188394], [-5.647609, 0.587066, -9.034878], [-7.068845, -0.434954, -6.694012], [-7.688337, 0.192278, -8.081796], [-8.033393, 1.840161, -6.430811], [-6.701375, 2.365354, -7.466592], [-6.615542, 1.237172, -4.634876], [-5.734125, 2.614540, -5.303953], [2.038906, -3.067128, 1.724399], [0.727920, -3.497240, 1.175219], [-0.291457, -2.710525, 0.791833], [-1.286167, -3.540133, 0.274452], [-0.861955, -4.817632, 0.352655], [0.396195, -4.762309, 0.917579], [2.179590, -1.996363, 1.595359], [2.846757, -3.575601, 1.198418], [2.116513, -3.315704, 2.783808], [-2.208035, -3.141559, -0.110224], [-1.321957, -5.745219, 0.062683], [0.994099, -5.557768, 1.091180], [1.378731, 0.774163, 7.381592], [0.708418, 0.829361, 6.267621], [-0.254458, 1.819221, 6.085391], [-0.475499, 2.695995, 7.034537], [-0.967152, 1.871057, 4.899177], [-1.869974, 2.810926, 4.727285], [-0.721021, 0.949139, 3.873873], [-1.646854, 1.035303, 2.251796], [0.249569, -0.030209, 4.105586], [0.453072, -0.995699, 3.146869], [0.964337, -0.120257, 5.266244], [1.854119, -1.069792, 5.454752]], "forces_ev_per_a": [[0.6, 1.5, -0.3], [0.0, 0.0, 0.0], [0.0, 0.0, 0.0], [0.0, 0.0, 0.0], [0.1, 0.0, 0.0], [0.1, 0.1, 0.0], [-0.1, -0.1, 0.1], [-0.1, 0.0, 0.1], [0.0, 0.0, -0.1], [0.1, 0.0, 0.0], [0.0, 0.0, 0.0], [0.0, 0.0, -0.1], [0.0, 0.0, 0.0], [0.0, 0.0, 0.0], [0.0, 0.0, 0.0], [0.1, 0.1, 0.0], [0.0, -0.1, 0.0], [0.0, 0.0, 0.0], [0.0, 0.0, 0.0], [0.0, 0.0, 0.0], [0.0, 0.0, 0.0], [0.0, 0.0, 0.0], [0.1, -0.1, -0.2], [-0.1, 0.1, 0.0], [-0.4, -0.7, 0.6], [0.0, 0.0, 0.0], [0.0, 0.0, 0.0], [0.0, 0.0, 0.0], [0.0, 0.0, 0.0], [0.0, 0.0, 0.0], [0.0, 0.0, 0.0], [0.0, 0.0, 0.0], [0.0, 0.0, 0.0], [0.0, 0.0, 0.0], [0.0, 0.0, 0.0], [0.0, 0.0, 0.0], [0.0, 0.0, 0.0], [0.0, 0.0, 0.0], [0.0, 0.0, 0.0], [0.0, 0.0, 0.0], [0.0, 0.0, 0.0], [0.0, 0.0, 0.0], [0.0, 0.0, 0.0], [0.0, 0.0, 0.0], [0.3, -0.1, 0.1], [-0.5, 0.1, 0.3], [-0.1, -0.1, -0.1], [-0.1, 0.1, 0.0], [0.1, 0.2, 0.0], [0.0, 0.0, 0.0], [0.0, 0.0, 0.0], [0.0, 0.0, 0.0], [0.0, 0.0, 0.0], [0.0, 0.0, 0.0], [0.0, 0.0, 0.0], [0.2, 0.0, 0.2], [-0.1, 0.0, -0.3], [0.2, -0.2, 0.0], [0.0, 0.1, 0.1], [0.2, -0.4, -0.3], [-0.2, 0.2, -0.1], [0.5, -0.1, 0.6], [0.0, -1.1, -0.6], [-0.5, 0.5, -0.1], [0.1, 0.1, -0.3], [-0.1, 0.3, 0.3], [0.1, -0.2, 0.0]], "nbo_charge": [1.083, -0.308, 0.440, -0.227, -0.183, 0.570, -0.639, -0.366, 0.208, -0.310, -0.097, -0.417, -0.403, 0.279, -0.287, 0.143, -0.449, -0.249, -0.222, -0.492, -0.236, -0.240, 0.757, -0.490, -0.563, 0.261, 0.272, 0.241, 0.236, 0.244, 0.236, 0.260, 0.249, 0.247, 0.206, 0.243, 0.245, 0.444, 0.456, 0.261, 0.233, 0.241, 0.221, -0.686, 0.463, -0.553, -0.087, -0.035, -0.464, 0.255, 0.271, 0.270, 0.247, 0.265, 0.458, -0.230, 0.345, 0.295, -0.238, 0.383, -0.260, -0.399, 0.541, 0.297, -0.309, 0.333, -0.260], "spin_multiplicity": 1, "e_tot_ha": -4637.343214, "orbital_gap_ev": [5.58, 5.56], "lumo_energy_ev": [-10.5, -10.5], "charge": 3}

Record 2
{"formula": "C6H10O", "method": "wB97M-V/def2-TZVPD", "elements": ["C", "C", "C", "C", "O", "C", "C", "H", "H", "H", "H", "H", "H", "H", "H", "H", "H"], "xyz": [[1.928872, 0.561956, 0.061165], [0.938889, -0.589666, 0.030839], [-0.156881, -0.726815, 1.145569], [-1.231030, -0.384556, 0.104542], [-2.487794, -0.959129, 0.042699], [-0.937134, 0.945834, -0.487652], [-0.177537, -0.289561, -0.962781], [2.375768, 0.667875, -0.935186], [2.726171, 0.473098, 0.801898], [1.373899, 1.483907, 0.246120], [1.450386, -1.545825, -0.139388], [-0.067589, -0.059135, 2.011729], [-0.264011, -1.757710, 1.495212], [-3.108877, -0.280092, 0.338010], [-1.629633, 1.333443, -1.228183], [-0.525378, 1.718067, 0.163320], [-0.203292, -0.591028, -2.006444]], "forces_ev_per_a": [[0.1, 0.1, 0.1], [0.1, 0.1, -0.1], [0.0, 0.0, 0.2], [0.2, 0.1, 0.0], [-0.2, 0.1, 0.2], [-0.2, 0.2, 0.0], [0.0, -0.1, -0.3], [0.1, -0.1, 0.2], [-0.1, -0.1, 0.0], [0.4, 0.0, 0.1], [-0.2, 0.2, -0.1], [-0.1, -0.1, -0.1], [0.1, 0.1, -0.1], [0.0, -0.3, -0.1], [-0.1, -0.2, 0.1], [0.1, -0.2, -0.3], [-0.1, 0.1, 0.2]], "nbo_charge": [-0.607, -0.208, -0.417, 0.237, -0.687, -0.460, -0.231, 0.209, 0.207, 0.201, 0.210, 0.196, 0.221, 0.474, 0.226, 0.203, 0.225], "spin_multiplicity": 1, "relative_energy_ev": 1.463, "e_tot_ha": -309.788613, "orbital_gap_ev": 10.47, "smiles": "C[C@H]1C[C@@]2(O)C[C@@H]12", "lumo_energy_ev": 1.0}

Record 3
{"formula": "C5H12N3", "method": "wB97M-V/def2-TZVPD", "elements": ["C", "C", "C", "C", "C", "N", "N", "N", "H", "H", "H", "H", "H", "H", "H", "H", "H", "H", "H", "H"], "xyz": [[1.207269, -1.160831, -0.085198], [2.840098, 0.522202, 0.064239], [1.450628, 1.123466, -0.125608], [-2.702595, -1.155922, -0.045604], [-2.563957, 1.174335, 0.315449], [2.510722, -0.952521, -0.094267], [0.576708, -0.024264, -0.008009], [-1.975122, 0.104742, 0.266452], [3.380805, 0.908685, -0.802049], [3.482563, 0.661098, 1.029394], [1.195748, 1.867052, 0.621740], [1.311595, 1.594137, -1.079656], [-3.565832, -0.940659, -0.613736], [-3.126639, -1.572951, 0.948585], [-2.001248, -1.913627, -0.583374], [0.867730, -2.208092, -0.203531], [-1.944433, 2.148520, 0.428968], [-3.631531, 1.325279, -0.028167], [3.172680, -1.648761, -0.052955], [-0.485194, 0.148118, 0.047336]], "forces_ev_per_a": [[1.0, 0.4, -0.2], [1.3, -0.8, 0.3], [0.1, 0.0, 1.6], [1.1, -1.0, 1.8], [-1.3, 4.4, -1.3], [-0.6, 2.5, -0.1], [-1.2, -0.3, -0.4], [0.5, -3.2, -0.1], [0.7, -0.6, 0.3], [-1.6, 0.1, -1.6], [0.0, 0.0, 0.2], [0.1, 0.1, -0.6], [-0.9, 0.1, -1.0], [1.1, 0.4, -1.6], [-1.4, 1.4, 1.1], [-0.4, 1.0, 0.4], [-1.1, -1.6, 0.2], [0.9, -0.2, 0.8], [1.6, -1.7, 0.0], [0.1, -0.9, 0.4]], "nbo_charge": [0.364, -0.244, -0.243, -0.446, 0.022, -0.528, -0.526, -0.463, 0.234, 0.242, 0.232, 0.220, 0.210, 0.237, 0.211, 0.251, 0.182, 0.178, 0.422, 0.447], "spin_multiplicity": 1, "relative_energy_ev": 1.968, "e_tot_ha": -361.695783, "orbital_gap_ev": 11.06, "lumo_energy_ev": -2.7, "charge": 1}

Record 4
{"formula": "C6H5O4", "method": "wB97M-V/def2-TZVPD", "elements": ["C", "O", "C", "C", "O", "C", "O", "C", "C", "O", "H", "H", "H", "H", "H"], "xyz": [[1.410808, -0.838019, 0.968650], [1.086980, -1.954116, 0.052127], [-0.129019, -1.918101, -0.336991], [-1.177798, -1.399711, -0.656973], [-2.467782, -1.312570, -0.855944], [-3.212714, -0.691840, 0.230830], [-3.913050, -1.458092, 0.883991], [-2.864490, 0.595289, 0.518425], [-2.053592, 1.404067, -0.273620], [-1.792257, 2.634031, -0.084005], [0.622017, -0.303257, 1.527004], [1.808782, 0.009612, 0.269737], [2.098508, -1.319390, 1.639648], [-3.395918, 1.045484, 1.372568], [-1.720373, 1.077920, -1.331068]], "forces_ev_per_a": [[0.7, 1.3, -2.2], [1.9, 0.7, 1.8], [-2.1, 0.7, -0.7], [-0.7, -0.9, 0.0], [-0.1, 0.3, -0.8], [0.1, -2.3, 1.7], [-0.1, 0.5, -1.0], [-0.4, 1.5, 0.6], [0.4, 3.0, -2.1], [-0.2, -1.8, 0.4], [-0.4, -1.1, -0.4], [-0.1, -1.6, 1.4], [0.7, 0.5, 0.3], [0.5, -0.2, -0.4], [-0.3, -0.5, 1.5]], "nbo_charge": [-0.260, -0.506, 0.124, 0.193, -0.541, 0.724, -0.656, -0.611, 0.336, -0.708, 0.213, 0.186, 0.182, 0.216, 0.109], "spin_multiplicity": 1, "relative_energy_ev": 2.845, "e_tot_ha": -532.496404, "orbital_gap_ev": 7.47, "smiles": "COC#CO/C([O-])=C\\C=O", "lumo_energy_ev": 3.5, "charge": -1}

Record 5
{"formula": "C2H7O3P", "method": "wB97M-V/def2-TZVPD", "elements": ["C", "P", "C", "O", "O", "O", "H", "H", "H", "H", "H", "H", "H"], "xyz": [[-1.507880, -0.059884, 1.187934], [-0.816415, 1.222481, 0.045922], [0.881484, 0.154760, -0.469838], [1.458341, -0.248028, 0.709838], [1.743201, 0.943623, -1.188567], [0.493173, -0.922794, -1.262102], [-2.398694, 0.340205, 1.666929], [-0.752233, -0.258259, 1.948554], [-1.761675, -0.979798, 0.664595], [-1.495693, 0.804095, -1.105624], [2.416812, -0.187649, 0.617088], [1.544539, 0.828988, -2.123589], [0.195038, -1.637741, -0.691139]], "forces_ev_per_a": [[0.1, 0.1, -0.2], [1.7, -0.8, 0.0], [-2.5, 1.1, 0.6], [0.2, 0.0, 0.2], [0.4, 0.1, -0.1], [0.4, -0.3, -0.4], [-0.1, -0.1, 0.1], [-0.1, 0.0, 0.0], [0.0, -0.1, 0.1], [-0.2, 0.0, -0.3], [0.1, 0.0, -0.1], [0.0, 0.0, -0.1], [0.0, 0.0, 0.1]], "nbo_charge": [-0.932, 0.414, 0.615, -0.740, -0.726, -0.748, 0.233, 0.245, 0.213, -0.048, 0.492, 0.494, 0.489], "spin_multiplicity": 1, "relative_energy_ev": 1.371, "e_tot_ha": -647.453138, "orbital_gap_ev": 9.44, "smiles": "CPC(O)(O)O", "lumo_energy_ev": 0.7}

Record 6
{"formula": "C16H54N2O10", "method": "wB97M-V/def2-TZVPD", "elements": ["C", "O", "C", "C", "C", "N", "H", "H", "H", "H", "H", "H", "H", "H", "H", "H", "H", "C", "O", "C", "C", "C", "N", "H", "H", "H", "H", "H", "H", "H", "H", "H", "H", "H", "C", "O", "H", "H", "H", "H", "C", "O", "H", "H", "H", "H", "C", "O", "H", "H", "H", "H", "C", "O", "H", "H", "H", "H", "C", "O", "H", "H", "H", "H", "C", "O", "H", "H", "H", "H", "C", "O", "H", "H", "H", "H", "C", "O", "H", "H", "H", "H"], "xyz": [[-0.525463, -2.608921, 1.434348], [0.747378, -2.617688, 0.902591], [1.739652, -1.957817, 1.656902], [3.039354, -1.969038, 0.854552], [3.338539, -3.462158, 0.520642], [4.152016, -1.295949, 1.516665], [-1.134417, -3.283068, 0.853297], [-0.862467, -1.513761, 1.482262], [-0.527195, -2.846466, 2.532976], [1.420091, -0.919422, 1.900939], [1.885089, -2.574858, 2.613134], [2.902562, -1.519175, -0.117808], [2.513112, -3.765915, -0.173500], [3.139484, -4.179250, 1.300164], [4.357035, -3.629765, 0.068046], [4.728331, -1.915319, 2.066190], [3.908653, -0.445680, 1.998772], [4.252435, -0.241787, -3.886487], [3.436129, -1.297748, -4.436410], [2.158181, -1.388205, -3.748018], [1.525696, -2.724979, -4.092104], [0.088682, -2.698398, -3.650003], [2.175247, -3.812361, -3.485262], [3.661109, 0.540013, -3.618233], [5.031927, -0.012289, -4.650798], [4.811198, -0.558055, -3.036061], [2.274999, -1.345872, -2.659738], [1.526374, -0.551529, -4.060406], [1.631547, -2.876138, -5.207415], [-0.008309, -2.324775, -2.584972], [-0.289605, -3.702760, -3.624913], [-0.481082, -1.928663, -4.213230], [2.037200, -3.690713, -2.458040], [3.163752, -3.739862, -3.637695], [0.674340, 4.435267, 0.348451], [0.588945, 3.158354, 0.905995], [1.748178, 4.512827, 0.120922], [0.129471, 4.482432, -0.602584], [0.336569, 5.284517, 1.047336], [0.395309, 2.531328, 0.262705], [3.231630, 2.351728, 3.428469], [2.910566, 1.404156, 2.405781], [3.814584, 1.803143, 4.134128], [3.888998, 3.193164, 3.144660], [2.386818, 2.704986, 3.958647], [2.414095, 1.862846, 1.775190], [-2.810727, 0.266511, 2.738188], [-2.582793, 0.552118, 1.397174], [-1.840803, 0.141925, 3.222915], [-3.332608, 1.073687, 3.217270], [-3.427674, -0.602764, 2.830554], [-3.364107, 0.817579, 0.872993], [1.349119, -0.833131, 5.305415], [0.116849, -0.995186, 4.699479], [2.040166, -1.687890, 5.262137], [1.779160, 0.007019, 4.881786], [1.183804, -0.565861, 6.386259], [-0.538720, -1.451947, 5.236141], [-4.788351, -0.560105, -0.475590], [-4.789279, 0.805628, -0.062931], [-5.646993, -0.677282, -1.128014], [-3.849659, -0.652965, -1.086322], [-4.734881, -1.193664, 0.392557], [-4.583113, 1.265124, -0.884666], [-3.678902, 3.743215, 1.305495], [-4.520064, 3.873461, 0.155011], [-3.688136, 4.615604, 1.945997], [-3.875806, 2.830283, 1.825213], [-2.632244, 3.601427, 0.965817], [-5.220134, 3.223895, 0.312263], [-4.680756, 2.815769, -3.793835], [-4.723466, 1.598633, -3.151985], [-4.854636, 3.605762, -3.075920], [-3.758337, 3.092938, -4.301594], [-5.451245, 2.894198, -4.559353], [-4.424604, 0.811001, -3.674573], [-0.364991, 0.258767, -1.359591], [-0.770558, 1.362543, -0.510238], [0.679659, 0.535825, -1.549200], [-0.370465, -0.634454, -0.750040], [-0.957326, 0.104486, -2.175002], [-1.224087, 1.091464, 0.296088]], "forces_ev_per_a": [[-0.2, 2.3, 2.0], [0.9, -0.4, -0.9], [-0.1, -0.3, 0.9], [0.5, -1.4, 0.6], [-0.3, 0.3, -1.4], [0.1, -0.5, -0.4], [-0.4, 0.1, -0.1], [-0.3, -1.3, -0.5], [0.0, -0.5, -0.8], [0.1, -0.5, 0.1], [0.0, 1.1, -0.9], [-0.4, 0.5, -0.3], [1.0, 0.3, 0.0], [0.4, 0.1, 1.0], [-1.1, 0.2, 0.4], [-0.2, 0.1, 0.2], [-0.1, 0.1, 0.1], [1.6, -2.7, -2.3], [-0.5, 0.4, 1.1], [0.9, 0.0, -0.9], [-0.2, 1.3, -1.7], [-0.5, 1.6, 1.1], [0.3, -1.1, 2.2], [-1.5, 2.7, 0.5], [-0.9, 0.2, 0.4], [0.3, -0.6, 1.0], [0.2, 0.1, 0.1], [0.0, 0.1, 0.0], [-0.4, 0.3, 0.9], [0.4, -0.4, -0.8], [-0.6, -0.3, -0.5], [0.0, -1.0, 0.0], [0.3, -0.4, -0.9], [0.6, -0.1, -0.1], [0.8, 0.8, -0.1], [0.3, 1.4, 3.2], [-0.2, 1.1, -0.1], [-0.1, 0.2, 0.2], [0.4, -1.5, -0.9], [-1.1, -1.9, -2.1], [1.2, -0.6, -0.4], [1.3, -0.2, 1.7], [0.5, -0.5, 0.6], [-0.5, -0.3, -0.5], [-1.2, 0.5, 0.3], [-1.5, 1.1, -1.7], [0.2, 0.4, 0.1], [1.0, 0.2, -1.2], [-0.1, -0.2, 0.0], [-0.3, 0.6, 0.5], [-0.3, -0.9, 0.3], [-0.2, -0.1, 0.5], [-0.4, -0.8, 2.9], [-1.3, -0.4, -1.2], [-0.3, 0.0, -0.2], [1.1, 1.5, -1.1], [0.4, -0.3, -0.7], [0.5, 0.0, 0.2], [1.3, 0.9, -1.3], [-0.1, 0.3, 0.2], [-0.2, -0.7, 0.1], [-0.8, -0.7, 0.5], [-0.3, -0.3, 0.1], [-0.1, 0.6, -0.1], [1.5, 0.0, -1.2], [-0.3, -0.4, 0.6], [-0.4, 0.2, 0.2], [-0.5, -0.4, 0.7], [-0.4, 0.3, 0.0], [0.0, 0.4, -0.4], [-0.2, 1.3, -1.3], [0.6, -2.5, 0.8], [-0.1, 0.0, 0.4], [0.5, -0.4, 0.1], [-0.3, 0.0, -0.1], [-0.4, 1.6, 0.3], [2.1, 1.2, 4.0], [0.0, 0.2, -1.1], [-0.2, -0.6, -0.8], [0.1, -0.5, 0.0], [-1.6, 0.0, -2.4], [-0.4, -0.5, 0.2]], "lowdin_charge": [-0.122, -0.230, -0.204, -0.422, -0.059, 0.052, 0.087, 0.090, 0.091, 0.125, 0.146, 0.111, 0.064, 0.063, 0.093, 0.064, 0.030, -0.083, -0.188, -0.203, -0.505, -0.068, 0.045, 0.044, 0.103, 0.074, 0.112, 0.122, 0.161, 0.080, 0.072, 0.087, 0.081, 0.071, -0.165, -0.129, 0.073, 0.080, 0.104, -0.013, -0.133, -0.112, 0.065, 0.089, 0.065, 0.020, -0.139, -0.169, 0.078, 0.069, 0.074, 0.031, -0.174, -0.124, 0.084, 0.038, 0.097, 0.086, -0.104, -0.153, 0.084, 0.100, 0.081, 0.061, -0.135, -0.120, 0.076, 0.046, 0.084, 0.062, -0.183, -0.124, 0.080, 0.080, 0.077, 0.118, -0.087, -0.150, 0.090, 0.064, 0.038, 0.035], "spin_multiplicity": 1, "relative_energy_ev": 4.357, "e_tot_ha": -1503.681368, "orbital_gap_ev": 8.98, "smiles": "COC[C@H](C)N.COC[C@H](C)N.CO.CO.CO.CO.CO.CO.CO.CO", "lumo_energy_ev": 0.3}